ORCA calculation (ωB97M-V/def2-TZVPD) on a 3-piece molecular cluster, C30H65IN4O16P2S overall at a distorted geometry.

XYZ file:
```
119
Properties=species:S:1:pos:R:3:forces:R:3:mulliken_charge:R:1
C 0.941 6.539 -0.244 -1.0 0.3 -0.3 -1.357
C -0.504 6.047 0.032 0.5 0.5 0.3 -0.245
N -0.578 4.624 0.353 -0.2 0.6 -0.3 -0.035
C -1.008 3.716 -0.731 0.6 -0.6 1.1 0.934
C -0.101 3.845 -1.950 -0.2 0.3 -1.1 -0.503
C -0.230 5.049 -2.914 0.0 -0.3 -0.4 -1.635
O -0.377 4.546 -4.269 0.9 0.3 0.3 -0.261
C 0.809 4.302 -4.879 -0.7 -1.8 -1.3 0.124
O 0.920 3.360 -5.633 0.1 1.3 0.8 -0.473
C -0.722 2.307 -0.037 -0.7 0.8 0.5 -2.602
C 0.779 1.967 0.173 -0.1 0.0 -0.8 -1.857
C 1.521 0.999 -0.748 1.8 -0.4 0.7 0.404
O 1.577 1.299 -2.127 -0.7 0.0 -0.3 -0.385
C 2.985 0.916 -0.229 0.1 0.5 -1.0 -1.202
N 3.843 0.203 -1.199 0.0 -0.2 0.8 -0.302
C -1.646 1.134 -0.391 1.6 -2.3 0.5 4.493
C -1.438 0.370 -1.697 -1.4 -0.2 -0.9 -2.822
N -1.806 1.097 -2.922 0.2 -0.3 -0.2 0.046
C -1.105 0.479 -4.060 0.3 0.0 -0.2 -0.891
C -1.426 0.075 0.754 -0.8 -0.3 0.5 -2.372
O -0.774 -1.122 0.296 0.5 0.6 -0.2 -0.297
N -0.484 -1.900 1.460 -0.1 -0.2 0.5 0.019
O 0.646 -1.853 1.723 0.1 -0.2 -0.2 -0.173
O -3.080 1.385 -0.293 -0.1 1.3 -0.3 -0.718
S -3.502 2.861 0.092 -1.6 1.8 1.5 1.587
O -3.191 3.207 1.458 1.8 -0.6 0.0 -0.778
O -4.908 3.049 -0.069 -0.2 -0.9 -1.5 -0.821
C -2.556 3.927 -1.018 0.5 -0.5 -0.3 -0.893
C -3.037 3.939 -2.484 -0.4 -0.1 -0.7 -0.633
C -4.430 3.381 -2.834 0.1 1.0 -1.1 -0.478
C -4.750 3.788 -4.288 -0.1 0.2 0.4 -1.467
I -3.770 2.607 -5.780 -0.1 0.1 0.1 0.013
H 0.889 7.421 -0.892 0.2 -0.1 0.0 0.329
H 1.377 6.867 0.698 0.3 -0.3 -0.1 0.409
H 1.528 5.774 -0.750 0.2 0.0 0.2 0.230
H -1.195 6.373 -0.760 0.1 -0.2 0.0 0.210
H -0.825 6.608 0.916 -0.2 -0.2 -0.1 0.587
H -1.228 4.532 1.127 0.0 -0.3 0.0 0.554
H -0.262 2.957 -2.569 -0.2 0.1 0.1 -0.064
H 0.957 3.807 -1.688 -0.2 -0.1 0.5 1.047
H -1.101 5.677 -2.751 0.2 0.1 0.1 0.180
H 0.689 5.642 -2.916 -0.3 0.3 0.3 0.487
H 1.643 5.009 -4.710 -0.3 0.0 0.4 0.385
H -1.001 2.512 1.004 -0.2 0.1 -0.2 0.762
H 1.309 2.926 0.179 -0.1 0.0 0.0 0.756
H 0.948 1.588 1.186 -0.3 -0.1 -0.1 0.709
H 1.164 -0.029 -0.670 -0.3 0.2 -0.1 0.099
H 2.165 2.038 -2.309 0.0 0.1 0.2 0.380
H 3.368 1.951 -0.163 -0.3 0.0 0.5 0.334
H 3.040 0.429 0.745 -0.1 0.1 0.0 0.481
H 4.171 0.868 -1.888 -0.1 -0.1 -0.2 0.189
H 4.678 -0.067 -0.691 0.0 -0.2 -0.2 0.231
H -0.456 -0.063 -1.848 0.1 0.4 0.5 0.556
H -2.121 -0.494 -1.642 0.3 0.0 0.3 0.610
H -2.783 0.891 -3.100 -0.1 0.4 0.2 0.400
H -1.054 -0.618 -3.971 0.1 0.1 0.1 0.368
H -1.603 0.685 -5.006 -0.1 0.2 0.2 0.144
H -0.093 0.885 -4.138 0.0 -0.2 0.1 0.204
H -2.389 -0.239 1.177 -0.1 0.3 -0.3 0.913
H -0.883 0.512 1.599 0.2 0.0 -0.2 0.447
H -2.803 4.910 -0.607 -0.1 -0.2 0.2 1.137
H -2.347 3.501 -3.207 0.2 -0.3 0.5 -0.108
H -3.073 4.993 -2.790 -0.1 0.0 0.2 0.778
H -5.187 3.912 -2.255 0.0 -0.5 0.2 0.516
H -4.524 2.299 -2.763 0.0 0.1 0.5 0.255
H -4.454 4.823 -4.468 0.1 -0.1 -0.1 0.497
H -5.821 3.745 -4.478 0.1 -0.3 -0.1 0.575
C -3.093 0.130 4.385 0.0 0.1 0.1 -0.547
C -4.063 -1.015 4.613 -0.1 0.2 -0.3 -0.468
O -3.618 -1.897 5.644 0.1 0.6 0.5 -0.268
P -3.665 -1.391 7.199 0.7 -6.7 -1.2 1.111
O -5.123 -1.262 7.480 1.1 3.4 0.5 -0.806
O -3.364 -2.800 7.993 0.3 0.6 0.0 -0.373
C -4.163 -3.197 9.111 -0.2 -0.3 0.0 -0.368
C -5.147 -4.273 8.700 0.0 -0.2 -0.1 -1.113
O -2.103 -0.938 7.288 -1.9 2.3 0.4 -0.352
C -0.989 -1.837 7.351 1.0 -0.2 0.2 -0.231
C -0.733 -2.613 6.078 -0.4 -0.2 -0.1 -0.739
H -3.034 0.777 5.263 0.0 0.0 -0.1 0.369
H -3.407 0.737 3.534 0.0 0.0 0.0 0.271
H -2.087 -0.247 4.195 0.0 0.0 0.0 -0.039
H -5.060 -0.635 4.852 0.0 0.0 0.1 0.289
H -4.150 -1.613 3.705 0.0 -0.1 0.1 0.319
H -4.674 -2.342 9.550 0.0 0.0 -0.1 0.367
H -3.482 -3.590 9.870 0.1 0.0 -0.1 0.332
H -5.689 -3.992 7.797 0.0 0.2 0.1 0.284
H -5.869 -4.466 9.495 0.0 0.0 0.0 0.371
H -4.623 -5.204 8.476 0.0 0.0 0.0 0.299
H -1.068 -2.500 8.209 -0.3 0.0 0.0 0.252
H -0.125 -1.199 7.546 -0.2 0.2 0.0 0.355
H -1.485 -3.385 5.921 0.0 0.0 0.0 0.272
H 0.240 -3.105 6.138 0.0 0.1 0.1 0.433
H -0.739 -1.957 5.208 0.1 0.0 0.0 -0.008
C 3.720 -3.662 -0.228 0.1 0.1 0.0 -0.709
C 3.816 -5.100 -0.698 -0.1 0.0 0.3 -0.478
O 4.250 -5.184 -2.055 0.6 0.4 0.2 -0.254
P 5.809 -4.836 -2.412 -3.7 -3.3 -4.7 1.101
O 6.572 -5.935 -1.754 1.3 2.8 1.7 -0.813
O 5.890 -5.350 -3.972 0.1 0.5 0.3 -0.380
C 6.976 -6.163 -4.422 0.0 -0.3 -0.1 -0.368
C 6.540 -7.609 -4.540 -0.2 -0.1 -0.1 -1.111
O 5.556 -3.295 -2.865 1.8 -0.3 2.5 -0.310
C 4.923 -2.883 -4.085 -0.2 0.7 -0.7 -0.233
C 3.445 -3.184 -4.160 -0.1 -0.5 0.1 -0.783
H 4.705 -3.188 -0.214 0.0 0.0 0.1 0.239
H 3.300 -3.610 0.779 0.0 0.0 0.0 0.495
H 3.093 -3.075 -0.899 0.0 0.0 0.0 -0.018
H 4.486 -5.678 -0.055 0.0 0.0 -0.1 0.287
H 2.834 -5.572 -0.652 0.0 0.0 -0.2 0.330
H 7.838 -6.064 -3.762 -0.1 0.0 0.1 0.364
H 7.277 -5.786 -5.402 -0.1 0.1 0.0 0.335
H 6.029 -7.944 -3.638 0.2 0.1 0.1 0.282
H 7.395 -8.262 -4.720 0.0 0.0 0.0 0.371
H 5.835 -7.727 -5.365 0.0 0.0 0.0 0.298
H 5.453 -3.273 -4.951 0.1 -0.3 0.2 0.259
H 5.056 -1.800 -4.117 0.1 0.0 0.3 0.355
H 3.259 -4.249 -4.298 0.0 0.0 0.0 0.305
H 3.006 -2.659 -5.011 0.1 0.1 0.0 0.425
H 2.932 -2.868 -3.252 0.0 0.1 0.0 -0.007
```
Positions in Å, forces in eV/Å.

The structure (SMILES) is CCN[C@@]1(CCOC=O)[C@H](C[C@@H](O)CN)[C@@](CNC)(CON=O)OS(=O)(=O)[C@@H]1CCCI.CCOP(=O)(OCC)OCC.CCOP(=O)(OCC)OCC. The calculation puts the HOMO energy at -9.29 eV. The value obtained for the energy is -108394.2911 eV. The strongest force on any atom comes out at 0.134 Eh/bohr. For the energy relative to the best compared isomer or geometry (same formula, charge and spin), the calculation gives 0.0 kJ/mol. The gap between HOMO and LUMO is 8.63 eV. Its LUMO energy is -0.66 eV.